The following is a quantum chemistry calculation of a structure of composition H18O9Xe, from the OMol25 dataset.

Structure (XYZ):
```
28
Properties=species:S:1:pos:R:3:forces:R:3
Xe 0.307 -0.621 0.774 -0.0383 -0.2261 -0.0010
O 0.506 -0.479 4.360 0.0597 0.0399 0.3653
H 0.337 -1.384 4.096 -0.0011 -0.2347 -0.0559
H 0.051 0.051 3.706 0.0100 0.2697 -0.2546
O 0.108 2.454 2.489 -0.0422 -0.2373 0.2702
H 0.408 3.087 3.142 0.2857 0.2041 0.1465
H -0.840 2.413 2.615 -0.2557 -0.1322 -0.1764
O 3.354 -0.388 -1.034 0.1106 -0.0007 0.1016
H 4.305 -0.489 -1.081 0.2359 -0.0754 -0.1666
H 3.192 -0.064 -0.148 -0.2043 0.2567 0.2019
O 0.338 -3.747 -1.177 -0.1270 0.2826 0.0454
H -0.283 -4.361 -0.786 -0.1529 -0.1703 0.1751
H 0.606 -4.164 -1.995 0.2055 -0.2217 -0.2714
O -1.334 1.353 -1.528 0.0845 0.7750 0.0541
H -1.800 1.235 -0.700 -0.0124 0.2822 0.2630
H -1.348 0.487 -1.937 0.2069 -0.4902 -0.3396
O -2.603 1.998 1.044 0.2235 -0.1199 0.0707
H -3.290 1.334 1.096 -0.2684 -0.2060 0.0717
H -2.809 2.612 1.749 -0.2028 0.3285 0.0206
O 1.768 -1.628 -2.892 -0.3146 -0.3598 -0.6676
H 2.191 -1.183 -2.159 0.3742 0.2944 0.3651
H 1.108 -2.189 -2.484 -0.1688 0.0584 0.1386
O -1.932 -1.092 -2.520 -0.0237 -0.1482 -0.1856
H -1.795 -1.889 -2.008 0.2899 -0.3207 0.1550
H -2.860 -0.887 -2.400 -0.3562 0.0818 -0.1095
O 1.128 2.664 -0.126 0.5426 0.1733 -0.1848
H 0.482 2.441 -0.796 -0.3215 -0.2063 -0.3886
H 0.705 2.435 0.701 -0.1392 0.1030 0.3568
```
Positions in Å, forces in eV/Å.

The value obtained for the HOMO-LUMO gap is 9.8 eV. The value obtained for the energy relative to the best compared isomer or geometry (same formula, charge and spin) is 22.1 kcal/mol. The value obtained for the highest occupied orbital energy is -10.012 eV.



The following is a quantum chemistry calculation of a cluster of 2 separate species, C4H10N in total in a non-equilibrium geometry, from the OMol25 dataset.

Structure (XYZ):
```
15
Properties=species:S:1:pos:R:3:forces:R:3
C 0.716 0.368 0.960 -0.6565 1.7270 -0.4728
N -0.313 -0.642 0.966 1.5719 -1.9219 -0.9064
C -0.478 -1.085 -0.395 -0.1425 0.8270 -1.2496
C -0.039 0.073 -1.336 0.7105 -0.8939 0.0876
C 0.492 1.142 -0.368 -1.0498 -0.2011 0.3837
H 1.714 -0.084 0.993 -0.2615 -0.6752 0.2473
H 0.564 0.970 1.855 0.4521 0.0286 0.0636
H -1.362 -0.365 1.312 -1.0044 -0.1537 1.4817
H -2.047 0.120 1.359 0.0245 0.8124 -0.4373
H 0.265 -1.897 -0.443 0.0161 -0.0572 0.1871
H -1.426 -1.518 -0.706 -0.1754 -0.1560 0.7657
H -0.788 0.483 -2.006 -0.3054 -0.2559 0.1643
H 0.700 -0.442 -1.953 0.3357 0.8553 -0.2255
H 1.237 1.802 -0.797 0.4511 -0.2317 0.3901
H -0.356 1.770 -0.071 0.0337 0.2964 -0.4796
```
Positions in Å, forces in eV/Å.

Its charge is +1. The value obtained for the HOMO-LUMO gap is 7.9 eV. The value obtained for the energy relative to the best compared isomer or geometry (same formula, charge and spin) is 134.5 kcal/mol. The value obtained for the highest occupied orbital energy is -16.102 eV.



The following is a quantum chemistry calculation of a structure of composition CH5ClNOP in a non-equilibrium geometry, from the OMol25 dataset.

Structure (XYZ):
```
10
Properties=species:S:1:pos:R:3:forces:R:3
C -0.023 -0.371 -1.071 -0.3251 -0.9835 1.3458
N -0.302 0.755 1.447 0.2699 -2.8794 -0.8127
O -0.822 2.321 -0.605 1.0143 2.0422 -1.0267
P -0.766 0.941 -0.135 -1.0527 -0.6291 0.2943
Cl -2.996 -0.545 0.039 -1.6367 -1.0929 0.2305
H -0.177 -1.423 -0.708 -0.1262 1.2623 -0.3478
H -0.501 -0.124 -1.962 -0.8219 -0.4547 -2.0855
H 0.980 -0.160 -1.191 2.4653 0.1692 -0.2944
H -0.844 -0.145 1.629 0.9206 1.7744 1.0944
H -0.558 1.602 1.873 -0.7076 0.7915 1.6023
```
Positions in Å, forces in eV/Å.

The value obtained for the HOMO-LUMO gap (spin up / spin down) is 7.2 / 6.1 eV. The value obtained for the energy relative to the best compared isomer or geometry (same formula, charge and spin) is 17.8 kcal/mol. The value obtained for the highest occupied orbital energy (spin up / spin down) is -6.445 / -10.756 eV. As for the multiplicity: 3. The expectation value of S² is 2.005.



The following is a quantum chemistry calculation of a cluster of 2 separate species, C8H14N3S in total in a non-equilibrium geometry, from the OMol25 dataset.

Structure (XYZ):
```
26
Properties=species:S:1:pos:R:3:forces:R:3
C 3.300 -0.634 -0.254 3.9592 -2.6176 0.6254
C 2.067 0.014 -0.346 -3.6823 1.7450 0.4232
C 0.650 4.091 0.432 -0.9843 -2.2775 -0.8276
C -1.541 0.206 -0.144 1.1628 -0.2079 -0.2942
C 3.830 -1.171 0.874 -0.6641 -0.1197 0.0709
C 0.801 -0.541 -0.449 4.3377 3.5082 0.3372
C 0.793 -1.976 -0.548 -4.7274 -2.3532 0.0812
C -4.040 -0.953 0.118 -1.4116 0.8062 -1.6701
N 0.147 3.118 0.032 1.3392 3.1237 1.1271
N -2.332 1.231 -0.074 0.4823 3.6347 -0.9659
N -0.240 0.448 -0.365 -0.9347 -2.8784 0.1432
S -2.282 -1.340 0.045 0.1419 -0.5302 -0.0783
H 3.952 -0.633 -1.145 -0.4268 -0.2575 0.1512
H 2.255 1.086 -0.180 -0.9319 -0.0153 -0.3592
H 1.158 4.956 0.826 -0.1921 -0.1247 -0.1441
H 3.242 -0.974 1.825 0.8905 -0.7562 -1.0548
H 4.757 -1.846 0.900 -1.3642 1.5739 -0.0377
H 1.758 -2.401 -0.648 0.6859 -0.2175 -0.3050
H 0.013 -2.399 -1.273 1.4832 0.6638 0.2342
H 0.315 -2.392 0.367 0.6604 0.0678 -0.0115
H -4.469 -1.899 0.437 -0.1116 -0.0817 -0.1659
H -4.594 -0.586 -0.869 1.6093 -0.9830 1.8146
H -4.300 -0.237 0.892 0.1992 -0.0195 0.2657
H -2.079 2.159 -0.427 0.7253 -0.6666 0.2844
H -3.268 1.281 0.166 -1.8693 -0.9834 0.6091
H 0.108 1.393 -0.193 -0.3765 -0.0335 -0.2531
```
Positions in Å, forces in eV/Å.

Its charge is +1. The value obtained for the HOMO-LUMO gap is 8.8 eV. The value obtained for the energy relative to the best compared isomer or geometry (same formula, charge and spin) is 41.6 kcal/mol. The value obtained for the highest occupied orbital energy is -11.682 eV.